Entry 1:
Formula: C9H13N2O
Source: the OMol25 dataset
Level of theory: ωB97M-V with the def2-TZVPD basis set

XYZ file:
```
25
Properties=species:S:1:pos:R:3:forces:R:3
C -4.606173 -0.375278 0.317386 0.035 -0.950 -0.169
C -4.192902 0.982342 0.398992 0.774 0.288 -0.142
C -3.716638 -1.334256 -0.006665 -0.490 0.346 0.196
C -2.903739 1.361936 0.164131 -0.222 0.339 0.058
C -2.297581 -1.024730 -0.277645 0.132 -0.074 -0.008
C -1.909637 0.406835 -0.158414 -0.078 -0.100 -0.012
C 2.221895 -0.332500 -0.220577 -0.150 -0.662 -0.167
C 4.180038 0.672897 -1.096687 0.372 0.344 -0.464
C 4.116715 -0.210291 1.219742 0.284 -0.144 0.579
N 3.429030 0.040912 -0.029576 0.356 0.259 0.043
N 1.165511 -0.766389 -0.438057 -0.003 -0.120 -0.084
O -0.713572 0.779302 -0.344302 -0.236 0.012 0.026
H -5.639622 -0.615742 0.509013 -0.068 -0.090 0.015
H -4.927697 1.730798 0.656609 -0.026 0.112 0.017
H -4.009634 -2.370769 -0.079447 -0.075 -0.071 0.002
H -2.600433 2.395205 0.228117 0.025 0.087 0.015
H -2.043186 -1.372605 -1.288367 0.053 0.055 0.002
H 5.087263 0.100207 -1.298796 -0.079 -0.010 0.015
H 3.578604 0.718289 -2.001719 0.019 -0.005 0.039
H 4.461777 1.686153 -0.800509 -0.041 -0.079 -0.026
H 4.908425 -0.946699 1.067331 -0.045 0.034 -0.026
H 4.562094 0.715749 1.582888 -0.050 -0.004 0.012
H 3.420263 -0.591377 1.962327 0.001 0.032 -0.016
H 0.085445 -0.016881 -0.439707 -0.525 0.352 0.115
H -1.656244 -1.633107 0.373936 0.036 0.046 -0.020
```
Forces are in eV/Å.

Results
HOMO level = -12.93 eV
Gap between HOMO and LUMO = 8.58 eV
Total energy = -14563.8235 eV
LUMO = -0.1601 Eh
Relative energy (zero: lowest compared OMol25 entry of this formula, charge and spin) = 2.077 eV
Net charge = +1

---

Entry 2:
Formula: C4H14NO3
Source: the OMol25 dataset
Level of theory: ωB97M-V with the def2-TZVPD basis set

XYZ file:
```
22
Properties=species:S:1:pos:R:3:forces:R:3
O 1.889348 0.129682 1.610599 0.188 0.021 -0.178
C 0.832251 -0.122619 2.117076 -0.094 -0.510 0.302
C -0.431575 0.246497 1.355286 -0.055 0.574 -1.366
N -0.182388 -0.270291 -0.069584 -0.527 0.451 0.901
C -1.331098 -0.021158 -0.950799 -0.403 0.171 -1.076
C -0.534861 1.787363 1.305585 0.792 0.229 0.828
H 0.780532 -0.627610 3.091290 -0.195 0.129 0.115
H -1.394030 -0.163918 1.619406 0.074 -0.467 0.676
H 0.695360 0.178427 -0.360558 0.034 -0.350 -0.725
H -0.109680 -1.290825 -0.098544 0.539 -0.109 0.083
H -2.154082 -0.598117 -0.557371 -0.420 0.207 0.223
H -1.182713 -0.417389 -1.953889 0.499 -0.068 0.158
H -1.552157 1.032914 -1.087874 -0.052 -0.027 0.438
H -0.470806 2.180929 0.302190 -0.345 0.054 -0.283
H 0.315756 2.245140 1.816948 0.099 -0.198 -0.055
H -1.383096 2.181321 1.851791 -0.436 -0.162 -0.315
H 0.084793 -3.535954 -1.132704 -0.454 -0.073 0.048
H -0.142098 -2.654232 -2.310692 -0.302 0.024 -0.100
O -0.568131 -2.904165 -1.478553 0.934 0.021 0.192
H 2.554063 1.132138 -0.986201 0.075 -0.177 -0.257
H 2.272129 0.884182 -2.487285 -0.090 -0.058 0.268
O 2.012483 0.607687 -1.596118 0.139 0.317 0.122
```
Forces are in eV/Å.

Results
HOMO level = -14.57 eV
Gap between HOMO and LUMO = 11.18 eV
Total energy = -12000.9548 eV
LUMO = -0.1244 Eh
Relative energy (zero: lowest compared OMol25 entry of this formula, charge and spin) = 0.856 eV
Net charge = +1

---

Entry 3:
Formula: C3H7N3Si
Source: the OMol25 dataset
Level of theory: ωB97M-V with the def2-TZVPD basis set

XYZ file:
```
14
Properties=species:S:1:pos:R:3:forces:R:3
C -0.848395 1.395916 0.456746 -4.318 -2.391 2.132
C -0.956599 0.285121 -1.654766 -3.610 -3.393 -0.548
C 0.550285 -2.151387 1.412035 -1.440 2.994 1.467
N -1.427293 0.576163 -0.422181 0.976 1.434 0.558
N 0.208167 2.145591 0.365321 4.080 1.406 -3.152
N 0.104542 0.773754 -2.258932 3.346 3.327 1.564
Si 0.928868 1.830172 -1.184694 0.326 0.560 0.721
H -1.396954 1.440587 1.518556 0.938 -0.377 -2.276
H -1.536109 -0.369064 -2.295532 -0.510 -0.122 0.476
H 0.467125 -1.900967 2.546145 -0.618 -0.839 -1.899
H -0.390480 -2.038137 0.803916 0.577 0.074 1.142
H 0.858964 -3.142372 1.273074 1.194 -1.091 -0.250
H 1.181994 -1.286752 1.123586 0.277 -1.095 -0.477
H 2.255886 2.441375 -1.683275 -1.217 -0.486 0.543
```
Forces are in eV/Å.

Results
HOMO level (spin up / spin down) = -5.51 / -9.58 eV
Gap between HOMO and LUMO (spin up / spin down) = 5.01 / 5.97 eV
Total energy = -15566.7723 eV
LUMO (spin up / spin down) = -0.0185 / -0.1329 Eh
Multiplicity = 3

---

Entry 4:
Formula: C3H3NS
Source: the OMol25 dataset
Level of theory: ωB97M-V with the def2-TZVPD basis set

XYZ file:
```
8
Properties=species:S:1:pos:R:3:forces:R:3
C -0.306627 1.154384 -0.031799 4.614 0.088 0.390
C 0.875883 -0.011515 -0.063468 -3.990 1.491 -0.732
C -0.381173 -0.914197 0.013709 0.682 4.987 -2.748
N -1.182542 0.354752 0.276777 -3.600 -2.635 0.006
S 2.434360 0.017098 0.186774 2.604 0.034 0.400
H -0.313982 2.261715 -0.022409 0.163 -0.761 -0.201
H -0.597612 -1.198525 -1.011354 -0.300 -0.332 0.007
H -0.528308 -1.663713 0.651772 -0.173 -2.872 2.877
```
Forces are in eV/Å.

Results
HOMO level (spin up / spin down) = -6.78 / -9.78 eV
Gap between HOMO and LUMO (spin up / spin down) = 7.80 / 7.14 eV
Total energy = -15479.6486 eV
LUMO (spin up / spin down) = 0.0373 / -0.0971 Eh
Multiplicity = 3
Relative energy (zero: lowest compared OMol25 entry of this formula, charge and spin) = 2.036 eV